C19H17N7O2 | ωB97M-V/def2-TZVPD

Structure (XYZ):
```
45
Properties=species:S:1:pos:R:3
N -3.65 -1.55 1.22
O 1.97 0.59 -8.58
C -2.68 -1.05 1.57
N 1.51 -0.88 -5.29
N 3.69 -0.28 -2.00
N 1.55 -0.69 -1.15
O 3.62 -0.20 -4.76
C 1.38 0.23 -7.60
C 2.45 -0.80 -4.40
C 3.35 0.22 -6.03
C 2.09 -0.16 -6.34
C 2.46 -0.68 -2.10
C 4.12 0.16 -0.81
C 1.89 -0.22 0.07
C 3.20 0.22 0.24
C 1.21 0.47 2.38
C -0.43 -0.57 0.90
C 0.21 0.59 3.34
C -1.43 -0.49 1.88
C 0.90 -0.12 1.13
C -1.11 0.15 3.11
N 0.05 0.06 -7.72
N 2.01 -1.26 -3.22
N -2.01 0.40 4.17
C -2.96 1.56 4.01
C -2.47 -0.69 5.04
C -4.01 1.17 4.99
C -3.94 -0.35 5.20
H 3.99 0.82 -6.66
H 5.14 0.52 -0.68
H 3.56 0.58 1.19
H 2.21 0.81 2.64
H -0.71 -1.00 -0.08
H 0.34 1.12 4.28
H -0.42 -0.52 -7.03
H -0.27 -0.03 -8.70
H 1.04 -1.53 -3.17
H -2.53 2.52 4.19
H -3.36 1.54 3.01
H -1.97 -0.65 6.02
H -2.31 -1.68 4.63
H -4.98 1.50 4.59
H -3.85 1.62 5.94
H -4.48 -0.84 4.40
H -4.32 -0.63 6.18
```

Calculated values
E: -1267.9828 Ha
Orbital gap: 0.293 hartree
Energy relative to the best compared isomer or geometry (same formula, charge and spin): 9.3 kcal/mol
E_HOMO: -0.3133 hartree
SMILES: N#Cc1cc(-c2ccnc(Nc3nc(C(N)=O)co3)n2)ccc1N1CCCC1

Atom charges from the Mulliken analysis, given in e for atoms 1 to 5:
1. N -0.582
2. O -0.598
3. C -0.042
4. N -0.588
5. N -0.502

=====

C16H27NO5 | ωB97M-V/def2-TZVPD

Structure (XYZ):
```
49
Properties=species:S:1:pos:R:3
C -0.55 -4.59 -0.24
C -1.21 -3.38 0.41
C -0.62 -2.05 -0.06
C 0.84 -1.87 0.35
C 1.37 -0.46 0.10
C 0.75 0.64 0.96
H 1.39 0.93 1.79
H -0.21 0.32 1.34
C 0.53 1.81 -0.01
C -0.83 2.49 0.18
N -1.92 1.53 0.11
C -2.45 1.38 -1.24
C -3.52 0.29 -1.26
O -4.56 0.58 -0.35
C -4.05 0.72 0.95
C -3.02 1.85 1.02
H -2.63 1.92 2.04
H -3.51 2.80 0.75
H -4.91 0.95 1.59
H -3.59 -0.22 1.28
H -3.98 0.23 -2.24
H -3.07 -0.68 -1.01
H -1.63 1.10 -1.91
H -2.89 2.32 -1.59
H -0.94 3.28 -0.57
H -0.82 2.95 1.17
H 1.32 2.57 0.09
O 0.65 1.28 -1.33
C 1.08 0.02 -1.34
O 1.23 -0.61 -2.34
C 2.90 -0.46 0.20
O 3.58 -1.43 0.36
O 3.37 0.78 0.08
C 4.80 0.92 0.10
C 5.13 2.39 -0.12
H 6.21 2.52 -0.12
H 4.73 2.73 -1.07
H 4.71 2.99 0.68
H 5.22 0.29 -0.69
H 5.17 0.56 1.06
H 0.96 -2.10 1.41
H 1.46 -2.57 -0.21
H -1.22 -1.23 0.36
H -0.70 -1.99 -1.15
H -2.28 -3.39 0.18
H -1.11 -3.45 1.50
H 0.49 -4.67 0.07
H -1.07 -5.50 0.05
H -0.58 -4.50 -1.32
```

Calculated values
E: -1056.8497 Ha
Orbital gap: 0.357 hartree
Energy relative to the best compared isomer or geometry (same formula, charge and spin): 0.0 kcal/mol
E_HOMO: -0.3331 hartree
SMILES: CCCC[C@]1(C(=O)OCC)C[C@H](CN2CCOCC2)OC1=O

Atom charges from the Mulliken analysis, given in e for atoms 1 to 5:
1. C -1.299
2. C -0.777
3. C 0.495
4. C -1.812
5. C 2.576

=====

C8H8Cl2 | ωB97M-V/def2-TZVPD

Structure (XYZ):
```
18
Properties=species:S:1:pos:R:3
C -1.96 -2.19 -0.02
C -0.95 -1.02 -0.11
C 0.37 -1.21 -0.05
C 1.29 -0.24 -0.11
C 0.89 1.12 -0.31
C 2.11 2.11 0.09
C -0.52 1.43 -0.23
C -1.33 0.36 -0.17
H -1.41 -3.19 -0.38
H -2.82 -1.85 -0.73
H -2.21 -2.29 1.03
H 0.74 -2.27 -0.33
H 2.71 2.23 -0.86
H 2.77 1.71 0.99
H 1.85 3.24 0.44
H -0.89 2.51 -0.31
Cl 2.98 -0.85 0.14
Cl -2.98 0.73 0.20
```

Calculated values
E: -1229.9607 Ha
Orbital gap: 0.352 hartree
Energy relative to the best compared isomer or geometry (same formula, charge and spin): 0.0 kcal/mol
E_HOMO: -0.3260 hartree
SMILES: Cc1cc(Cl)c(C)cc1Cl

Atom charges from the Mulliken analysis, given in e for atoms 1 to 5:
1. C -1.271
2. C 0.369
3. C -0.370
4. C -0.006
5. C 0.620

=====

C12H48N20O12 | ωB97M-V/def2-TZVPD

Structure (XYZ):
```
92
Properties=species:S:1:pos:R:3
C -3.17 2.35 1.86
O -3.23 2.10 3.25
H -4.16 2.39 1.37
H -2.69 3.31 1.72
H -2.64 1.56 1.32
H -3.88 1.41 3.41
C 2.85 1.66 -1.74
O 4.18 1.99 -2.00
H 2.30 1.26 -2.62
H 2.73 0.78 -1.10
H 2.29 2.51 -1.36
H 4.28 2.83 -2.45
C -1.22 -3.95 -1.89
O -1.84 -2.95 -2.24
N -0.55 -4.07 -0.71
N -1.13 -5.04 -2.72
H -0.71 -3.28 -0.10
H 0.00 -4.88 -0.52
H -1.64 -4.93 -3.58
H -0.65 -5.89 -2.50
C 6.07 0.21 1.00
O 6.83 0.03 0.06
N 6.46 0.14 2.31
N 4.76 0.52 0.79
H 5.87 0.29 3.10
H 7.46 0.02 2.41
H 4.14 0.73 1.55
H 4.55 0.88 -0.13
C -1.33 5.59 0.11
O -0.98 6.41 0.95
N -2.64 5.27 -0.16
N -0.45 4.88 -0.67
H -2.83 4.48 -0.75
H -3.37 5.70 0.37
H -0.87 4.09 -1.15
H 0.53 4.90 -0.39
C -5.02 -0.32 -1.34
O -4.30 -0.62 -0.39
N -4.74 0.75 -2.16
N -6.23 -0.90 -1.60
H -5.29 0.99 -2.96
H -3.83 1.16 -2.03
H -6.92 -0.51 -2.21
H -6.55 -1.45 -0.82
C 2.74 3.78 1.10
O 2.19 4.46 0.26
N 2.07 3.01 2.03
N 4.10 3.72 1.23
H 2.58 2.66 2.81
H 1.09 3.25 2.07
H 4.50 3.12 1.93
H 4.67 4.30 0.65
C -3.51 -3.51 1.93
O -3.06 -4.21 2.81
N -2.78 -2.60 1.21
N -4.83 -3.57 1.55
H -3.34 -2.07 0.56
H -2.03 -2.11 1.67
H -5.26 -2.87 0.98
H -5.37 -4.28 2.01
C 3.15 -3.51 -0.23
O 2.62 -4.13 0.69
N 3.41 -4.08 -1.43
N 3.49 -2.20 -0.11
H 3.59 -3.51 -2.24
H 2.98 -4.96 -1.67
H 3.24 -1.71 0.72
H 3.94 -1.73 -0.87
C -0.79 2.30 -3.01
O -1.27 2.45 -1.88
N -0.73 3.30 -3.94
N -0.54 1.07 -3.54
H -1.36 4.09 -3.86
H -0.42 3.21 -4.88
H -0.60 0.26 -2.93
H -0.24 1.00 -4.49
C -0.08 -0.31 0.16
O 0.30 -1.34 0.69
N 0.53 0.90 0.33
N -1.14 -0.22 -0.70
H 1.27 1.11 0.97
H 0.12 1.64 -0.22
H -1.38 0.68 -1.07
H -1.80 -0.97 -0.89
C 0.35 -3.71 3.68
O -0.38 -3.88 4.65
N 0.22 -4.30 2.46
N 1.42 -2.83 3.72
H -0.58 -4.91 2.43
H 0.80 -3.91 1.74
H 1.60 -2.39 4.61
H 2.10 -2.92 2.99
```

Calculated values
E: -2484.4236 Ha
Orbital gap: 0.305 hartree
Energy relative to the best compared isomer or geometry (same formula, charge and spin): 18.5 kcal/mol
E_HOMO: -0.3114 hartree
SMILES: NC(N)=O.NC(N)=O.NC(N)=O.NC(N)=O.NC(N)=O.NC(N)=O.NC(N)=O.NC(N)=O.NC(N)=O.NC(N)=O.CO.CO

Atom charges from the Mulliken analysis, given in e for atoms 1 to 5:
1. C -0.203
2. O -0.557
3. H 0.279
4. H 0.145
5. H 0.034

=====

C2H4BrN | ωB97M-V/def2-TZVPD

Structure (XYZ):
```
8
Properties=species:S:1:pos:R:3
C -0.25 0.07 0.65
C 0.59 0.07 -0.82
N -1.49 0.37 0.48
Br 2.19 -1.09 -0.58
H 0.17 -0.22 1.63
H 0.90 1.01 -1.31
H -0.16 -0.51 -1.42
H -1.95 0.31 1.38
```

Calculated values
E: -2707.3288 Ha
Orbital gap: 0.407 hartree
Energy relative to the best compared isomer or geometry (same formula, charge and spin): 19.0 kcal/mol
E_HOMO: -0.3754 hartree
SMILES: [H]/N=C/CBr

Atom charges from the Mulliken analysis, given in e for atoms 1 to 5:
1. C -0.049
2. C -0.413
3. N -0.552
4. Br -0.168
5. H 0.336